CH10NO3 | wB97M-V/def2-TZVPD

Summary:
HOMO-LUMO gap, eV: 1.18
DFT total energy, eV: -8814.2750
Total charge: +1
Relative energy (zero: lowest compared OMol25 entry of this formula, charge and spin), eV: 10.888
Lowest unoccupied orbital energy, eV: -10.75
HOMO, eV: -11.929

XYZ file:
```
15
Properties=species:S:1:pos:R:3:mulliken_charge:R:1
C -4.608 1.479 -0.148 -0.6065
N -3.530 1.281 0.789 -0.0910
H -4.803 2.591 -0.247 0.3549
H -5.553 0.909 0.147 0.3651
H -4.259 0.984 -1.071 0.3331
H -3.259 0.236 0.855 0.3723
H 14.172 -0.559 0.570 0.3482
H 15.518 0.679 -0.541 0.3141
O 15.545 -0.009 0.110 -0.6623
H -4.344 -1.340 -0.462 0.4162
H -5.513 -1.913 -1.520 0.3415
O -5.161 -1.119 -1.102 -0.5238
H -3.745 1.659 1.681 0.3344
H -2.732 -2.040 0.614 0.3089
O -3.292 -1.259 0.424 -0.6051
```